DFT (wB97M-V/def2-TZVPD) results for a molecular structure, C43H59AsGe2N2O4S2Sc.

Atoms and positions in Å:
1 Sc -0.44041 -0.35303 -0.13116
2 C 4.42870 -1.49640 3.32157
3 C 3.13691 -1.65731 2.52175
4 Ge 2.22380 0.01621 2.03978
5 C 1.90192 1.35911 3.44844
6 C 2.19247 0.97938 4.89823
7 C 3.21995 0.92810 0.67243
8 C 2.93725 1.82963 -0.28341
9 Ge 1.12305 1.69545 -1.14761
10 C 0.35771 3.51983 -1.53004
11 C 1.22624 4.75944 -1.32583
12 C 1.30494 0.90136 -2.99994
13 C 2.44788 1.19645 -3.96469
14 C 3.99683 2.83041 -0.58592
15 C 4.74441 3.38067 0.46102
16 C 5.72989 4.32489 0.22310
17 C 5.99554 4.74029 -1.07276
18 C 5.25537 4.21463 -2.12079
19 C 4.25863 3.28454 -1.87513
20 H 4.92606 -2.45633 3.46164
21 H 4.24331 -1.07669 4.31085
22 H 5.13703 -0.84010 2.81266
23 H 2.43431 -2.31316 3.04187
24 H 3.36090 -2.14773 1.56929
25 H 0.85937 1.67161 3.33758
26 H 2.49611 2.22938 3.15954
27 H 1.71384 0.04257 5.18982
28 H 1.83474 1.74975 5.58222
29 H 3.26243 0.86560 5.07313
30 H 4.25974 0.90522 1.02484
31 H -0.55435 3.63236 -0.93778
32 H 0.01400 3.47428 -2.56918
33 H 1.70516 4.76708 -0.34382
34 H 0.63513 5.67434 -1.40965
35 H 2.02648 4.82207 -2.06080
36 H 0.36196 1.18861 -3.48223
37 H 1.22013 -0.18170 -2.89392
38 H 2.45932 2.24179 -4.27602
39 H 2.35151 0.60137 -4.87713
40 H 3.42426 0.97092 -3.53080
41 H 4.52898 3.08694 1.48079
42 H 6.28364 4.74384 1.05312
43 H 6.76350 5.47794 -1.26329
44 H 5.44783 4.53655 -3.13610
45 H 3.67787 2.90636 -2.69859
46 C -3.13030 -6.70168 4.10934
47 C -3.02815 -5.59118 3.10606
48 C -1.79420 -5.02096 2.79586
49 C -1.69013 -4.01620 1.85138
50 C -2.83254 -3.56881 1.20181
51 C -4.07035 -4.12832 1.48481
52 C -4.15975 -5.13002 2.43847
53 S -2.71888 -2.27040 0.01471
54 O -1.44881 -2.46779 -0.71080
55 O -3.94147 -2.28706 -0.74280
56 N -2.39337 -0.91633 0.74611
57 C -3.29997 -0.08112 1.36682
58 C -4.58515 -0.36171 1.76272
59 C -5.35593 0.62134 2.42048
60 C -4.85345 1.86209 2.69281
61 C -3.53388 2.18457 2.29223
62 C -2.92325 3.43153 2.55419
63 C -1.63799 3.64830 2.15084
64 C -0.96758 2.63497 1.43825
65 N -1.50427 1.47029 1.14526
66 C -2.76962 1.22258 1.60609
67 H -2.26005 -6.72640 4.76326
68 H -3.19419 -7.66722 3.60410
69 H -4.02143 -6.59454 4.72681
70 H -0.90401 -5.37869 3.29880
71 H -0.72317 -3.59007 1.60911
72 H -4.94622 -3.79809 0.94431
73 H -5.12493 -5.56901 2.65835
74 H -5.01839 -1.33364 1.57443
75 H -6.36401 0.36982 2.72268
76 H -5.44275 2.60264 3.21686
77 H -3.48108 4.19595 3.08107
78 H -1.13014 4.58197 2.34577
79 H 0.04497 2.79906 1.09173
80 C -0.23768 -0.88057 2.95361
81 O 0.47014 -0.65500 1.72081
82 H -1.01953 -1.61216 2.78015
83 H -0.69219 0.04657 3.30529
84 H 0.44760 -1.25907 3.71432
85 C 1.53252 -3.97756 -0.24035
86 As 1.43364 -2.28832 -1.20093
87 C 3.31325 -1.94209 -1.58899
88 C 0.82218 -2.97035 -2.91904
89 H 2.18129 -4.66115 -0.78863
90 H 0.53260 -4.40357 -0.17380
91 H 1.93153 -3.83098 0.76224
92 H 3.84741 -2.88329 -1.72025
93 H 3.76971 -1.35747 -0.79256
94 H 3.37801 -1.36322 -2.50993
95 H 1.56483 -3.66331 -3.31563
96 H 0.67503 -2.15326 -3.62299
97 H -0.12321 -3.48667 -2.76551
98 C -4.08961 0.96382 -1.84554
99 S -2.40263 1.31583 -2.34278
100 O -1.60106 0.14742 -1.77893
101 C -2.50382 0.93260 -4.07285
102 C -2.49846 1.98467 -4.97466
103 C -2.56777 1.70142 -6.33227
104 C -2.62552 0.38435 -6.75964
105 C -2.61677 -0.65943 -5.84095
106 C -2.55611 -0.39266 -4.48419
107 H -4.24553 -0.11364 -1.89479
108 H -4.74875 1.48944 -2.53555
109 H -4.23295 1.32932 -0.83089
110 H -2.42636 3.00737 -4.62542
111 H -2.56251 2.50846 -7.05177
112 H -2.66961 0.16547 -7.81805
113 H -2.65696 -1.68397 -6.18538
114 H -2.53263 -1.19133 -3.75314

spin multiplicity: 1
energy above the lowest of the compared OMol25 structures with the same formula, charge and spin: 0.0000 eV
charge: +1
HOMO-LUMO gap: 7.06 eV
HOMO level: -9.488 eV

DFT (wB97M-V/def2-TZVPD) results for a molecular structure, C43H59BGeN8O2Ti at a distorted geometry.

Atoms and positions in Å:
1 Ti -0.96312 -1.39823 -0.67983
2 C 1.99037 -4.09641 -0.86567
3 C 1.47126 -4.47245 -2.25812
4 C 0.92507 -5.91199 -2.21933
5 C 0.33453 -3.62008 -2.75811
6 C -0.16295 -3.59591 -4.07247
7 C -1.41842 -3.03486 -3.97636
8 N -1.65317 -2.73197 -2.68876
9 N -0.56021 -3.05252 -1.94580
10 B -3.04068 -2.71206 -1.97058
11 N -3.47716 -1.27460 -1.61085
12 C -4.51516 -0.54482 -2.04039
13 C -4.75459 0.44937 -1.11655
14 C -3.80582 0.25025 -0.09772
15 N -3.02722 -0.78144 -0.43133
16 C -3.82043 0.90151 1.25961
17 C -5.16305 0.56851 1.92945
18 C -2.67301 0.43243 2.15394
19 N -2.81139 -3.41201 -0.61098
20 C -3.53276 -4.38577 -0.04126
21 C -3.03160 -4.62056 1.22213
22 C -1.97124 -3.71788 1.36896
23 N -1.85114 -2.99605 0.25448
24 C -1.04936 -3.54821 2.53731
25 C -0.21683 -4.82106 2.72626
26 C -1.84444 -3.23521 3.80799
27 H 2.42134 -4.98005 -0.39765
28 H 1.17824 -3.73343 -0.22946
29 H 2.77915 -3.34640 -0.91897
30 H 2.29167 -4.44135 -2.97973
31 H 0.14552 -5.99175 -1.46011
32 H 1.72308 -6.61235 -1.97703
33 H 0.49696 -6.19775 -3.17845
34 H 0.31833 -3.97108 -4.95756
35 H -2.15641 -2.85503 -4.73854
36 H -3.86283 -3.26521 -2.62411
37 H -5.02047 -0.77246 -2.96261
38 H -5.51892 1.20416 -1.14598
39 H -3.76933 1.98791 1.13403
40 H -5.25861 -0.50848 2.07238
41 H -6.00571 0.91125 1.33215
42 H -5.21540 1.05607 2.90204
43 H -2.59155 -0.65708 2.12003
44 H -2.85728 0.73777 3.18312
45 H -1.73093 0.86895 1.83242
46 H -4.34941 -4.85059 -0.56483
47 H -3.37989 -5.34023 1.93943
48 H -0.38272 -2.70550 2.31028
49 H -0.86637 -5.66887 2.94221
50 H 0.47592 -4.70303 3.55871
51 H 0.35612 -5.04921 1.82717
52 H -2.55087 -4.03626 4.02316
53 H -2.40431 -2.30701 3.70119
54 H -1.17114 -3.13501 4.65822
55 O -1.05712 -0.00297 -2.21880
56 C -0.90377 0.84580 -1.29961
57 O -0.64585 0.41268 -0.13092
58 C -1.02615 2.32141 -1.54191
59 C -0.88361 3.18109 -0.26675
60 Ge 0.75028 3.16250 0.95279
61 C 2.00309 4.40522 0.05114
62 C 3.01315 5.01655 0.79462
63 C 3.85563 5.95685 0.22323
64 C 3.70594 6.30379 -1.11199
65 C 2.69863 5.71819 -1.86250
66 C 1.85556 4.78285 -1.28027
67 C 1.80262 1.60897 1.64965
68 C 3.18555 1.67675 1.50517
69 C 4.01296 0.67956 1.99534
70 C 3.46731 -0.41498 2.65060
71 C 2.09229 -0.48643 2.82277
72 C 1.26589 0.51762 2.32958
73 C 0.11102 4.15904 2.53339
74 C -0.33457 3.52612 3.69073
75 C -0.82593 4.26256 4.75780
76 C -0.86240 5.64690 4.68927
77 C -0.40293 6.29168 3.55030
78 C 0.07117 5.55101 2.47891
79 H -2.01312 2.49042 -1.98395
80 H -0.28593 2.57706 -2.30597
81 H -1.73469 2.96080 0.37788
82 H -0.95558 4.22968 -0.55925
83 H 3.12149 4.76541 1.84387
84 H 4.62262 6.42874 0.82273
85 H 4.35933 7.04015 -1.55977
86 H 2.56307 5.99797 -2.89914
87 H 1.05835 4.35628 -1.87816
88 H 3.62351 2.52784 1.00225
89 H 5.08540 0.75437 1.87307
90 H 4.10506 -1.19585 3.04263
91 H 1.67445 -1.32189 3.37270
92 H 0.19686 0.44506 2.49671
93 H -0.28385 2.44541 3.76136
94 H -1.18226 3.75972 5.64725
95 H -1.24777 6.22098 5.52095
96 H -0.41584 7.37203 3.49499
97 H 0.43330 6.05739 1.59159
98 C 3.36880 1.63308 -2.89434
99 C 2.75437 0.23529 -2.82846
100 C 3.88171 -0.79135 -2.72286
101 C 1.90479 -0.01774 -4.08668
102 N 1.94764 0.21178 -1.59862
103 N 1.32536 -1.03734 -1.29965
104 H 4.09041 1.68471 -3.70792
105 H 3.87142 1.86510 -1.95703
106 H 2.60391 2.38972 -3.06962
107 H 4.49668 -0.73931 -3.61957
108 H 3.50824 -1.81287 -2.63724
109 H 4.50392 -0.56643 -1.85731
110 H 2.40943 0.38154 -4.96525
111 H 0.93691 0.47881 -3.99883
112 H 1.73159 -1.08212 -4.25953
113 H 1.25305 0.94554 -1.65053
114 H 1.92656 -1.47793 -0.60648
115 H 1.34043 -1.61075 -2.14192

spin multiplicity: 2
charge: +1
HOMO-LUMO gap (spin up / spin down): 8.29 / 8.48 eV
HOMO level (spin up / spin down): -10.895 / -10.895 eV
expectation value of S²: 0.752

The lowest spin multiplicity belongs to which entry?
C43H59AsGe2N2O4S2Sc

Look up the spin multiplicity of the first one.
1

Among the records above, which one has the highest spin multiplicity?
C43H59BGeN8O2Ti